Formula: C35H67N3O6S
Source: OMol25
Level of theory: ωB97M-V with the def2-TZVPD basis set

Calculated values
HOMO energy = -0.3199 Eh
Total energy = -2387.4639 Ha
Frontier orbital gap = 8.25 eV
Charge = 0

Last column: Mulliken charge in e.
Cartesian coordinates (Å):
C: -1.736 -3.734 -1.302  -0.7526
C: -1.043 -2.882 -0.484  -0.2736
C: -1.034 -1.389 -0.946  0.4034
C: -1.663 -0.327 -0.103  -0.0554
N: -1.761 0.995 -0.393  -0.5328
C: -1.172 1.216 -1.644  0.1910
C: -1.223 2.628 -2.172  -0.1807
C: -0.679 2.974 -3.477  0.5216
N: -0.840 4.397 -3.888  -0.5606
C: -2.057 4.499 -4.108  0.3382
S: -3.650 4.553 -4.367  -0.2428
C: -0.027 1.942 -4.349  -0.6299
C: 0.028 0.590 -3.847  -0.4164
C: -0.539 0.213 -2.505  0.3069
N: -0.462 -1.130 -2.151  -0.5824
H: -1.948 -3.388 -2.351  0.2495
H: -2.134 -4.723 -0.969  0.2767
H: -0.490 -3.242 0.415  0.3901
H: -2.132 -0.661 0.865  0.3110
H: -1.695 3.430 -1.547  0.4111
H: 0.378 2.199 -5.353  0.4400
H: 0.491 -0.211 -4.483  0.3534
C: -2.624 8.322 -3.779  -0.8510
C: -3.784 9.244 -4.107  -0.4133
O: -3.408 10.387 -4.859  -0.4273
C: -2.821 10.142 -6.127  -0.3306
C: -3.727 9.382 -7.080  -0.9777
H: -1.840 8.866 -3.245  0.3111
H: -2.963 7.494 -3.152  0.3340
H: -2.173 7.897 -4.678  0.2093
H: -4.214 9.617 -3.175  0.3380
H: -4.585 8.701 -4.621  0.2933
H: -1.860 9.632 -6.008  0.2962
H: -2.599 11.121 -6.557  0.3272
H: -3.956 8.379 -6.713  0.2268
H: -3.248 9.276 -8.056  0.3822
H: -4.675 9.909 -7.211  0.2886
C: 5.459 1.528 -3.978  -1.2035
C: 4.157 0.818 -3.654  -0.1613
O: 3.694 -0.024 -4.701  -0.4026
C: 4.553 -1.086 -5.085  -0.4566
C: 4.852 -2.063 -3.962  -0.9257
H: 5.360 2.110 -4.898  0.3043
H: 5.736 2.203 -3.165  0.4059
H: 6.282 0.826 -4.123  0.2820
H: 3.377 1.566 -3.493  0.2916
H: 4.238 0.250 -2.721  0.2912
H: 5.478 -0.688 -5.517  0.3331
H: 4.042 -1.620 -5.889  0.3328
H: 5.393 -1.586 -3.141  0.2434
H: 5.465 -2.889 -4.328  0.4065
H: 3.925 -2.470 -3.551  0.2518
C: 0.262 -0.961 5.098  -1.1509
C: -1.009 -0.618 4.343  -0.3111
O: -1.288 -1.502 3.266  -0.2624
C: -1.473 -2.869 3.600  -0.3827
C: -2.629 -3.111 4.555  -0.9333
H: 1.117 -0.988 4.418  0.2749
H: 0.456 -0.217 5.873  0.3936
H: 0.198 -1.938 5.581  0.3657
H: -0.900 0.376 3.904  0.2267
H: -1.867 -0.565 5.020  0.3548
H: -0.543 -3.292 3.994  0.3081
H: -1.676 -3.391 2.661  0.2655
H: -2.464 -2.637 5.523  0.2053
H: -2.762 -4.181 4.728  0.3517
H: -3.557 -2.705 4.145  0.2951
C: -4.411 -3.852 9.871  -1.0848
C: -4.605 -3.082 8.576  -0.3664
O: -4.330 -3.847 7.413  -0.3039
C: -5.122 -5.008 7.218  -0.2955
C: -6.608 -4.718 7.098  -1.0958
H: -3.396 -4.253 9.930  0.3065
H: -4.578 -3.198 10.730  0.3861
H: -5.101 -4.693 9.952  0.2637
H: -3.911 -2.239 8.559  0.3195
H: -5.612 -2.655 8.519  0.3221
H: -4.926 -5.738 8.010  0.3016
H: -4.777 -5.463 6.287  0.3061
H: -7.015 -4.289 8.016  0.2609
H: -7.159 -5.637 6.889  0.3950
H: -6.796 -4.006 6.291  0.2977
C: 1.761 2.501 0.784  -1.0390
C: 1.120 1.938 2.031  -0.1025
O: 1.775 2.317 3.234  -0.4434
C: 1.838 3.707 3.505  -0.2950
C: 0.475 4.366 3.628  -1.0294
H: 2.814 2.212 0.725  0.3301
H: 1.246 2.125 -0.103  0.1884
H: 1.722 3.592 0.757  0.2829
H: 1.163 0.847 1.987  0.2608
H: 0.059 2.205 2.078  0.2831
H: 2.452 4.213 2.752  0.3023
H: 2.367 3.812 4.455  0.3571
H: -0.087 4.318 2.693  0.2504
H: 0.584 5.419 3.896  0.4020
H: -0.123 3.869 4.396  0.2623
C: 6.900 -7.382 -1.885  -1.1438
C: 6.446 -6.036 -2.423  -0.2690
O: 5.559 -6.135 -3.527  -0.4085
C: 4.337 -6.817 -3.298  -0.3303
C: 3.476 -6.180 -2.220  -0.9095
H: 7.367 -7.973 -2.676  0.2930
H: 7.623 -7.244 -1.078  0.3980
H: 6.066 -7.965 -1.490  0.2652
H: 7.320 -5.486 -2.777  0.3605
H: 5.998 -5.426 -1.631  0.2972
H: 4.527 -7.873 -3.075  0.3126
H: 3.789 -6.795 -4.243  0.3287
H: 3.964 -6.203 -1.242  0.2605
H: 2.526 -6.710 -2.129  0.3845
H: 3.273 -5.134 -2.460  0.1718

Forces on atoms 1 to 2 (eV/Å):
C 0.51 0.94 0.54
C -0.97 0.01 -1.50